Density functional theory data (ωB97M-V/def2-TZVPD) for C2H5N3 in the gas phase.

Computed properties:
electronic energy	-6624.66079	eV
SMILES	[H]/N=C\N/C=N\[H]
relative energy (zero: lowest compared OMol25 entry of this formula, charge and spin)	6.4	kcal/mol
maximum force	2.38	eV Å⁻¹
LUMO level	0.03446	hartree
molecular weight	71.08	g mol⁻¹
HOMO-LUMO gap	0.387	Eh

CARTESIAN COORDINATES (ANGSTROEM)
C 1.222 0.383 -0.056
C -1.218 0.350 0.088
H 2.335 -1.183 0.102
H 1.117 1.464 -0.187
H -0.003 -1.301 0.122
H -1.163 1.425 0.267
H -2.413 -1.144 -0.143
N 2.414 -0.129 -0.038
N 0.003 -0.277 0.084
N -2.402 -0.117 -0.097

Density functional theory data (ωB97M-V/def2-TZVPD) for a molecular structure, C7H13I2N2S.

Computed properties:
electronic energy	-37477.95356	eV
relative energy (zero: lowest compared OMol25 entry of this formula, charge and spin)	0.0	kcal/mol
maximum force	5.23	eV Å⁻¹
LUMO level	-0.14879	hartree
molecular weight	411.07	g mol⁻¹
HOMO-LUMO gap	0.315	Eh
charge	+1

CARTESIAN COORDINATES (ANGSTROEM)
C -1.624 0.328 0.623
C 0.508 1.741 0.662
C -0.049 2.975 1.285
C 1.836 -1.714 -2.518
C -3.296 -1.320 1.586
C 1.514 -0.438 -1.777
C 2.395 -0.146 -0.556
N -0.382 0.794 0.556
N -1.988 -0.709 1.333
S 2.126 1.588 0.002
I 4.435 -0.162 -0.985
I 1.727 -1.572 1.153
H -2.325 0.624 -0.110
H -0.080 3.885 0.566
H -1.004 2.879 1.693
H 0.650 3.242 2.093
H 1.846 -2.689 -1.928
H 0.975 -2.002 -3.194
H 2.755 -1.671 -2.981
H -3.330 -2.233 0.783
H -4.084 -0.581 1.296
H -3.472 -1.696 2.547
H 1.512 0.296 -2.492
H 0.525 -0.481 -1.532
H -1.170 -0.940 1.896

Density functional theory data (ωB97M-V/def2-TZVPD) for 4 unconnected molecules or ions with the total composition C24H50N7O6P2.

Computed properties:
electronic energy	-66987.32260	eV
maximum force	6.45	eV Å⁻¹
LUMO level	0.07157	hartree
molecular weight	594.66	g mol⁻¹
HOMO-LUMO gap	0.240	Eh
charge	-1

CARTESIAN COORDINATES (ANGSTROEM)
C -1.364 -4.184 0.463
C -1.512 -2.728 -0.242
C -2.779 -2.267 -1.003
C -2.759 -0.845 -1.641
C -1.494 0.079 -1.540
C -0.189 -0.392 -0.791
C 1.066 0.601 -0.774
P 2.290 0.258 -2.257
C 3.517 1.563 -1.609
C 4.652 1.111 -0.613
N 4.653 1.364 0.690
C 1.490 1.637 -3.340
C 1.547 1.294 -4.936
C 2.971 1.610 -5.613
C 3.602 0.187 -6.090
N 4.087 0.220 -7.539
C 3.774 -1.152 -8.060
N 4.582 -2.178 -7.854
N 2.510 -1.451 -8.794
P 3.226 -1.463 -1.257
O 2.405 -2.726 -1.695
O 4.831 -1.845 -1.825
O 3.112 -1.481 0.461
C -0.247 -1.793 -0.141
H -2.368 -4.655 0.723
H -0.751 -4.811 -0.293
H -0.678 -4.021 1.360
H -3.682 -2.979 -1.086
H -3.716 -0.522 -2.184
H -1.586 1.090 -2.063
H 1.600 0.666 0.235
H 0.618 1.656 -0.948
H 3.200 0.015 -3.385
H 1.300 -0.640 -2.788
H 4.020 2.086 -2.506
H 2.900 2.392 -1.080
H 5.572 0.561 -1.025
H 3.759 1.886 0.836
H 1.975 2.660 -3.107
H 0.360 1.785 -3.128
H 1.135 0.247 -5.140
H 0.790 2.032 -5.414
H 2.940 2.330 -6.496
H 3.694 1.997 -4.799
H 4.491 -0.090 -5.407
H 2.865 -0.682 -6.024
H 5.124 0.190 -7.444
H 5.418 -1.892 -7.319
H 1.834 -1.867 -8.135
H 2.722 -2.179 -9.501
H 4.735 -2.298 -2.693
H 3.690 -2.215 0.794
H 0.666 -2.198 0.401
C -4.570 2.325 2.471
C -4.114 1.153 1.645
O -4.676 0.829 0.605
N -3.040 0.439 2.080
C -2.243 0.653 3.267
H -5.434 2.789 1.995
H -4.865 1.990 3.465
H -3.772 3.068 2.541
H -2.796 -0.331 1.470
H -1.208 0.819 2.960
H -2.291 -0.251 3.879
H -2.589 1.504 3.850
C -8.056 -0.105 3.821
C -7.546 1.037 4.658
O -6.938 1.980 4.168
N -7.777 1.002 6.000
C -8.468 -0.013 6.766
H -7.793 0.068 2.776
H -7.595 -1.041 4.142
H -9.143 -0.171 3.898
H -7.405 1.802 6.492
H -9.314 0.457 7.273
H -7.778 -0.407 7.515
H -8.828 -0.828 6.141
C 4.306 1.354 4.063
C 2.872 1.217 4.496
O 1.996 1.973 4.094
N 2.557 0.215 5.363
C 3.435 -0.773 5.949
H 4.398 2.194 3.374
H 4.943 1.547 4.929
H 4.631 0.448 3.546
H 1.577 0.188 5.606
H 3.075 -1.765 5.664
H 3.385 -0.675 7.036
H 4.466 -0.655 5.622

Density functional theory data (ωB97M-V/def2-TZVPD) for 5 unconnected molecules or ions with the total composition C37H74ClNO9.

Computed properties:
electronic energy	-72008.60279	eV
SMILES	NC(=O)CC[C@]1(CC(=O)Cl)OC(=O)O[C@]1(CCCC(=O)O)COO.CCCCCC.CCCCCC.CCCCCC.CCCCCC
maximum force	1.19	eV Å⁻¹
LUMO level	-0.00408	hartree
molecular weight	712.45	g mol⁻¹
HOMO-LUMO gap	0.372	Eh

CARTESIAN COORDINATES (ANGSTROEM)
N -2.934 5.247 2.460
C -2.030 4.814 3.482
O -0.898 5.224 3.576
C -2.565 3.845 4.496
C -3.511 2.682 4.134
C -3.231 1.697 2.985
C -3.860 2.076 1.646
C -5.363 2.169 1.692
O -6.068 1.226 1.629
Cl -6.084 3.788 1.769
O -3.940 0.469 3.445
C -3.083 -0.225 4.212
O -3.346 -1.193 4.846
O -1.836 0.352 4.159
C -1.816 1.049 2.909
C -1.691 0.026 1.746
C -0.861 -1.216 2.077
C 0.661 -1.054 2.097
C 1.275 -0.322 0.946
O 2.190 0.457 1.097
O 0.777 -0.575 -0.281
C -0.658 2.035 2.802
O -0.984 2.899 1.715
O 0.043 2.820 0.714
H -2.403 5.222 1.593
H -3.135 6.233 2.605
H -1.716 3.484 5.069
H -3.144 4.460 5.194
H -3.586 2.112 5.057
H -4.507 3.082 3.950
H -3.691 1.259 0.947
H -3.405 2.969 1.232
H -2.679 -0.341 1.470
H -1.302 0.535 0.866
H -1.118 -1.973 1.334
H -1.144 -1.631 3.040
H 1.115 -2.048 2.137
H 0.992 -0.519 2.984
H 1.091 0.160 -0.832
H 0.290 1.541 2.593
H -0.510 2.649 3.686
H -0.479 2.634 -0.081
C 4.234 -2.477 0.720
C 3.257 -3.125 -0.260
C 3.068 -4.624 -0.038
C 4.336 -5.459 -0.217
C 5.005 -5.316 -1.583
C 4.121 -5.761 -2.744
H 5.239 -2.892 0.623
H 4.303 -1.403 0.544
H 3.907 -2.625 1.752
H 3.590 -2.937 -1.285
H 2.285 -2.638 -0.167
H 2.293 -4.988 -0.718
H 2.681 -4.789 0.973
H 4.086 -6.512 -0.053
H 5.059 -5.199 0.561
H 5.921 -5.912 -1.584
H 5.318 -4.280 -1.740
H 3.814 -6.802 -2.622
H 4.653 -5.680 -3.693
H 3.219 -5.153 -2.823
C 2.328 2.143 -5.615
C 1.572 0.827 -5.452
C 1.616 0.264 -4.032
C 3.012 -0.090 -3.512
C 3.777 -1.103 -4.360
C 3.085 -2.460 -4.456
H 3.392 2.029 -5.407
H 2.232 2.524 -6.633
H 1.930 2.900 -4.935
H 1.962 0.087 -6.156
H 0.527 0.985 -5.728
H 0.973 -0.619 -3.981
H 1.174 1.001 -3.349
H 2.914 -0.488 -2.496
H 3.609 0.822 -3.419
H 4.769 -1.239 -3.922
H 3.942 -0.704 -5.365
H 2.931 -2.888 -3.463
H 3.687 -3.164 -5.032
H 2.113 -2.386 -4.944
C -5.478 -2.436 1.912
C -5.476 -2.446 0.386
C -6.815 -2.036 -0.226
C -7.987 -2.952 0.131
C -7.793 -4.420 -0.244
C -7.615 -4.647 -1.743
H -6.185 -3.157 2.322
H -4.492 -2.687 2.306
H -5.742 -1.446 2.289
H -5.182 -3.435 0.024
H -4.709 -1.752 0.027
H -6.709 -1.985 -1.314
H -7.055 -1.021 0.102
H -8.885 -2.574 -0.367
H -8.189 -2.884 1.204
H -8.664 -4.983 0.099
H -6.934 -4.833 0.291
H -8.473 -4.262 -2.299
H -7.522 -5.710 -1.968
H -6.720 -4.153 -2.123
C 3.623 4.351 -2.245
C 4.280 3.444 -1.209
C 3.502 3.343 0.101
C 3.334 4.656 0.865
C 4.642 5.355 1.232
C 5.539 4.524 2.146
H 3.568 5.387 -1.906
H 4.187 4.340 -3.179
H 2.607 4.012 -2.464
H 5.302 3.785 -1.021
H 4.368 2.438 -1.628
H 3.986 2.603 0.743
H 2.507 2.939 -0.108
H 2.771 4.451 1.781
H 2.714 5.344 0.284
H 4.403 6.298 1.730
H 5.193 5.622 0.326
H 5.017 4.265 3.070
H 6.440 5.077 2.416
H 5.854 3.596 1.667

Question: The lowest LUMO level belongs to which entry?
Answer: C7H13I2N2S

Question: molecular weight of number 1 (C2H5N3)?
Answer: 71.08 g mol⁻¹

Question: The lowest molecular weight belongs to which entry?
Answer: C2H5N3